Computed, not measured: a 2-piece molecular cluster, C9H15NSi overall, with ωB97M-V/def2-TZVPD.

Geometry as XYZ:
```
26
Properties=species:S:1:pos:R:3:forces:R:3:mulliken_charge:R:1
Si -1.380 2.254 1.015 1.22 -0.17 1.08 0.22
N -0.679 0.892 0.176 -1.26 -1.08 0.29 -0.15
C -0.704 0.590 -1.067 2.08 0.42 0.39 0.34
C -1.036 1.556 -2.103 -0.09 -0.62 -1.39 -0.57
C -0.806 1.368 -3.417 0.47 -3.18 3.51 -0.68
C -0.367 0.064 -3.857 -0.16 0.43 3.61 -0.45
C -0.008 -0.900 -2.997 -0.19 -0.36 -2.33 -0.52
C 0.109 -0.638 -1.544 -2.33 -0.45 -0.01 -0.06
H -0.809 2.448 2.460 -0.68 -0.65 -1.10 -0.12
H -0.729 3.310 0.331 0.27 1.47 -0.59 -0.13
H -2.839 2.479 1.021 -0.05 -0.36 -0.07 -0.10
H -1.387 2.488 -1.813 -0.62 1.60 0.79 0.35
H -0.886 2.096 -4.097 -0.60 2.82 -2.38 0.53
H -0.375 -0.080 -4.841 0.21 -0.89 -3.94 0.50
H 0.358 -1.793 -3.558 -0.25 0.28 1.34 0.27
H 1.145 -0.457 -1.524 1.59 0.52 1.13 0.26
H -0.165 -1.485 -0.894 0.40 0.20 -0.32 0.29
C 0.857 -0.637 4.062 -1.79 1.32 -2.07 -0.74
C 0.884 -1.263 2.893 0.22 1.13 -2.78 0.33
C 1.576 -2.473 2.331 2.44 3.43 -0.80 -1.12
H 0.243 0.330 4.078 1.16 -1.57 0.51 0.16
H 1.332 -1.067 4.881 0.66 -0.28 1.64 0.34
H 0.451 -0.794 1.968 -0.29 0.22 1.38 0.07
H 2.224 -2.236 1.375 -1.32 -0.28 1.93 0.20
H 0.844 -3.103 2.084 -2.85 -2.73 -1.46 0.34
H 2.148 -2.949 3.037 1.77 -1.23 1.64 0.43
```
Forces are in eV/Å.

The frontier orbital gap comes out at 8.41 eV. The SMILES is [SiH3]/N=C1\C=CC=CC1.C=CC. As for the spin multiplicity: 1. The calculation puts the total energy at -18940.1609 eV. The HOMO energy comes out at -8.61 eV. Its net charge is 0.

Computed, not measured: an isolated ion of composition CNO2S2 and charge -1, with ωB97M-V/def2-TZVPD.

Geometry as XYZ:
```
6
Properties=species:S:1:pos:R:3:forces:R:3:mulliken_charge:R:1
N -1.724 1.194 0.048 -0.45 0.08 0.05 -0.43
C -0.784 0.536 0.068 0.22 -0.25 -0.20 0.35
S 0.775 -0.295 0.097 0.13 -3.82 -4.64 0.67
O 0.875 -0.910 1.403 -0.15 -0.05 -0.17 -0.53
O 0.615 -1.536 -1.320 0.38 4.47 4.99 -0.66
S 1.973 1.196 -0.256 -0.11 -0.42 -0.04 -0.40
```
Forces are in eV/Å.

The frontier orbital gap comes out at 8.57 eV. The SMILES is N#CS(=O)(=O)[S-]. As for the spin multiplicity: 1. The calculation puts the total energy at -28291.1675 eV. The HOMO energy comes out at -5.07 eV. Its net charge is -1.

Computed, not measured: C7H11NO as an isolated structure, with ωB97M-V/def2-TZVPD.

Geometry as XYZ:
```
20
Properties=species:S:1:pos:R:3:forces:R:3:mulliken_charge:R:1
C -0.199 0.184 1.996 -2.14 1.72 0.72 -0.98
C 0.107 -0.165 0.467 1.05 -3.99 6.46 0.22
C 0.704 -1.592 0.605 3.66 1.46 2.26 -1.37
C -0.205 0.298 -0.706 1.70 0.93 -1.69 0.95
C -2.563 1.035 -0.335 2.43 2.34 -0.56 -0.19
C 0.836 -0.001 -1.785 0.13 -1.73 -1.02 -0.43
C 2.215 -0.108 -1.511 -2.33 1.16 -2.82 -0.58
H 0.233 -0.771 2.925 -1.83 3.23 -3.35 0.23
H -1.617 0.256 1.601 3.82 -0.38 2.66 0.26
H 0.254 1.374 2.577 -1.64 -3.70 -2.40 0.23
H 1.853 -1.227 0.854 -2.36 -1.77 -0.56 0.25
H 0.428 -2.159 1.623 0.06 1.16 -2.91 0.31
H 0.685 -2.135 -0.336 0.04 -0.38 0.35 0.36
H -1.059 2.111 -1.182 -0.05 1.15 -0.74 0.24
H -3.146 1.886 -0.478 -0.75 2.23 -1.54 0.45
H 0.347 -0.412 -2.827 1.70 1.24 2.37 0.18
H 2.677 0.335 -0.530 -0.78 -1.20 -2.24 0.29
H 2.782 -0.413 -2.545 -0.74 0.74 3.27 0.23
N -1.240 1.208 -0.842 -2.48 -1.07 0.69 -0.17
O -3.090 0.297 0.430 0.51 -3.15 1.04 -0.49
```
Forces are in eV/Å.

The frontier orbital gap comes out at 8.70 eV. As for the spin multiplicity: 1. The calculation puts the total energy at -10966.8393 eV. The HOMO energy comes out at -8.15 eV. Its net charge is 0.

Computed, not measured: a 2-piece molecular cluster, CCl2NO2 overall, with ωB97M-V/def2-TZVPD.

Geometry as XYZ:
```
6
Properties=species:S:1:pos:R:3:forces:R:3:mulliken_charge:R:1
C 0.741 0.118 -1.300 -1.03 2.40 0.65 0.71
N -0.071 -0.004 1.250 1.13 2.28 0.00 -0.42
O 0.646 1.248 -1.058 0.61 0.39 -0.33 -0.39
O 0.772 -0.943 -1.723 0.46 -2.28 -0.48 -0.39
Cl -0.641 -1.533 1.257 -1.11 -2.83 0.20 -0.22
Cl -1.447 1.114 1.574 -0.05 0.05 -0.05 -0.30
```
Forces are in eV/Å.

The frontier orbital gap comes out at 6.01 eV. As for the spin multiplicity: 1. The calculation puts the total energy at -31666.4268 eV. The HOMO energy comes out at -2.29 eV. Its net charge is -1.